# 1
{"formula": "C3H9N", "method": "the ωB97M-V functional and the def2-TZVPD basis", "spin_multiplicity": 1, "e_lumo_ha": 0.0449, "e_above_lowest_kcal_mol": 50.7, "smiles": "CCCN", "homo_lumo_gap_ev": 10.41, "elements": ["C", "C", "C", "N", "H", "H", "H", "H", "H", "H", "H", "H", "H"], "xyz": [[-0.844, -1.462, 0.847], [-0.184, -0.625, -0.315], [0.494, 0.548, 0.274], [0.536, 1.603, -0.797], [-1.711, -2.109, 0.371], [-1.389, -0.850, 1.674], [-0.066, -2.194, 1.440], [-1.024, -0.271, -0.841], [0.395, -1.245, -1.101], [1.408, 0.291, 0.713], [-0.163, 1.111, 0.993], [0.598, 1.006, -1.900], [1.405, 2.279, -0.602]]}



# 2
{"formula": "C2H3N3OS", "method": "the ωB97M-V functional and the def2-TZVPD basis", "spin_multiplicity": 1, "e_lumo_ha": 0.0289, "e_above_lowest_kcal_mol": 29.4, "smiles": "[H]/N=c1\\ocnn1S", "homo_lumo_gap_ev": 10.26, "elements": ["H", "N", "C", "O", "C", "N", "N", "S", "H", "H"], "xyz": [[-0.860, -0.629, -2.461], [-0.171, -0.122, -1.980], [-0.355, -0.034, -0.752], [-1.239, -0.729, 0.070], [-0.846, -0.514, 1.355], [0.110, 0.280, 1.547], [0.318, 0.760, 0.190], [1.836, 1.498, -0.060], [-1.478, -0.947, 2.133], [2.686, 0.436, -0.042]]}



# 3
{"formula": "C5H8NO2", "method": "the ωB97M-V functional and the def2-TZVPD basis", "spin_multiplicity": 1, "e_lumo_ha": 0.1456, "e_above_lowest_kcal_mol": 42.4, "smiles": "C=NCCCC(=O)[O-]", "total_charge": -1, "homo_lumo_gap_ev": 7.76, "elements": ["C", "N", "C", "C", "C", "C", "O", "O", "H", "H", "H", "H", "H", "H", "H", "H"], "xyz": [[-2.362, 0.595, 0.750], [-1.445, 1.511, 0.867], [-0.050, 1.080, 0.665], [0.284, 0.608, -0.685], [1.403, -0.399, -0.762], [1.038, -1.988, -0.324], [-0.091, -2.344, -0.637], [1.945, -2.434, 0.422], [-3.396, 0.615, 0.988], [-2.019, -0.353, 0.436], [0.264, 0.348, 1.482], [0.555, 1.886, 1.226], [0.415, 1.460, -1.403], [-0.577, -0.016, -1.088], [1.720, -0.456, -1.707], [2.317, -0.113, -0.230]]}



# 4
{"formula": "C26H66N4O9", "method": "the ωB97M-V functional and the def2-TZVPD basis", "spin_multiplicity": 1, "e_lumo_ha": -0.0079, "e_above_lowest_kcal_mol": 158.6, "homo_lumo_gap_ev": 9.26, "elements": ["C", "C", "N", "H", "H", "H", "C", "C", "N", "H", "H", "H", "C", "C", "N", "H", "H", "H", "C", "C", "N", "H", "H", "H", "C", "C", "O", "H", "H", "H", "H", "H", "H", "C", "C", "O", "H", "H", "H", "H", "H", "H", "C", "C", "O", "H", "H", "H", "H", "H", "H", "C", "C", "O", "H", "H", "H", "H", "H", "H", "C", "C", "O", "H", "H", "H", "H", "H", "H", "C", "C", "O", "H", "H", "H", "H", "H", "H", "C", "C", "O", "H", "H", "H", "H", "H", "H", "C", "C", "O", "H", "H", "H", "H", "H", "H", "C", "C", "O", "H", "H", "H", "H", "H", "H"], "xyz": [[-4.070, 0.491, -2.197], [-5.171, -0.587, -2.542], [-6.033, -1.351, -2.887], [-4.497, 0.864, -1.247], [-3.106, 0.027, -2.142], [-4.183, 1.355, -2.857], [-0.385, 1.809, -4.173], [-1.346, 2.997, -3.760], [-1.979, 3.902, -3.524], [-0.966, 0.628, -4.441], [0.089, 2.211, -5.004], [0.245, 1.568, -3.386], [0.091, 1.970, 3.406], [0.404, 1.235, 4.689], [0.764, 0.686, 5.671], [0.810, 2.870, 3.112], [-0.103, 1.449, 2.451], [-0.910, 2.299, 3.767], [1.384, -3.350, -2.463], [0.844, -2.354, -3.505], [0.379, -1.637, -4.302], [1.902, -4.231, -2.702], [2.011, -2.851, -1.887], [0.591, -3.327, -1.766], [-0.204, -5.622, 0.374], [-1.429, -4.802, 0.624], [-1.409, -4.062, 1.774], [0.629, -4.919, 0.442], [-0.364, -6.265, -0.575], [-0.223, -6.276, 1.164], [-2.292, -5.411, 0.486], [-1.651, -3.993, -0.276], [-2.119, -3.433, 1.733], [-5.155, -3.553, 0.554], [-4.726, -2.167, 0.970], [-3.370, -2.151, 1.128], [-4.668, -4.352, 1.105], [-5.096, -3.700, -0.527], [-6.207, -3.571, 0.511], [-5.338, -1.849, 1.845], [-5.075, -1.375, 0.110], [-3.244, -1.543, 1.682], [3.356, 1.367, 2.155], [3.460, 2.899, 2.098], [3.249, 3.427, 3.379], [3.482, 1.190, 1.196], [2.404, 1.015, 2.388], [4.160, 1.054, 2.785], [2.693, 3.507, 1.598], [4.531, 3.184, 1.793], [3.132, 4.382, 3.330], [1.353, 4.878, -1.097], [2.668, 4.191, -1.569], [2.596, 2.796, -1.474], [1.517, 6.017, -1.094], [0.721, 4.617, -0.240], [0.615, 4.429, -1.690], [3.494, 4.526, -0.989], [2.854, 4.462, -2.476], [3.532, 2.242, -1.612], [-3.399, 3.963, -0.264], [-2.019, 3.334, -0.012], [-1.977, 2.010, 0.432], [-4.173, 3.861, 0.552], [-3.882, 3.309, -1.108], [-3.355, 5.067, -0.537], [-1.745, 3.828, 1.055], [-1.238, 3.458, -0.777], [-1.029, 1.907, 0.365], [-0.206, -0.877, 0.318], [0.837, 0.084, -0.403], [0.703, 1.455, -0.086], [-1.184, -0.597, 0.043], [-0.229, -0.500, 1.292], [-0.053, -2.012, 0.223], [0.720, -0.145, -1.452], [1.740, -0.172, -0.113], [1.398, 2.074, -0.568], [3.537, -4.477, 1.057], [4.123, -3.270, 0.623], [4.573, -3.325, -0.726], [3.137, -4.377, 1.965], [4.097, -5.457, 1.033], [2.723, -4.873, 0.471], [4.963, -2.797, 1.170], [3.406, -2.504, 0.723], [5.388, -2.765, -0.929], [3.800, -0.046, -3.362], [5.219, 0.333, -2.944], [4.916, 1.698, -2.423], [4.092, -1.093, -3.720], [3.398, 0.536, -4.279], [3.162, 0.143, -2.608], [6.125, 0.463, -3.531], [5.590, -0.243, -2.057], [5.651, 1.983, -1.837], [-3.847, -0.460, 4.430], [-3.855, 0.579, 3.281], [-2.893, 0.362, 2.264], [-2.954, -0.408, 4.896], [-4.023, -1.318, 3.886], [-4.705, 0.012, 5.140], [-3.531, 1.609, 3.903], [-4.859, 0.633, 3.044], [-2.743, 1.207, 1.690]]}



# 5
{"formula": "C10H18N2", "method": "the ωB97M-V functional and the def2-TZVPD basis", "s_squared": 2.017, "spin_multiplicity": 3, "e_lumo_ha": [-0.3817, -0.4380], "total_charge": 2, "homo_lumo_gap_ev": [4.66, 7.35], "elements": ["C", "C", "C", "C", "C", "C", "C", "C", "C", "C", "N", "N", "H", "H", "H", "H", "H", "H", "H", "H", "H", "H", "H", "H", "H", "H", "H", "H", "H", "H"], "xyz": [[0.222, -1.213, 0.893], [-0.208, 0.293, 0.774], [1.650, -0.621, 0.390], [-1.448, -0.158, 0.172], [2.670, -0.571, 1.461], [2.068, -0.859, -1.017], [-2.798, 2.133, 0.137], [-1.566, -2.489, -0.647], [1.307, 2.921, -0.534], [-2.677, 0.617, -0.218], [-1.027, -1.394, 0.110], [0.922, 0.754, 0.411], [0.113, -1.645, 1.812], [2.271, -0.042, 2.351], [3.435, 0.012, 1.066], [3.062, -1.597, 1.804], [3.080, -1.032, -1.018], [1.833, -0.054, -1.635], [1.570, -1.690, -1.389], [-2.476, 2.741, -0.638], [-2.483, 2.354, 1.138], [-3.853, 2.530, 0.164], [-0.762, -2.790, -1.421], [-1.819, -3.336, 0.028], [-2.520, -2.111, -1.189], [2.053, 3.088, 0.183], [1.550, 2.411, -1.461], [0.311, 3.072, -0.271], [-2.779, 0.454, -1.251], [-3.540, 0.154, 0.134]]}



# 6
{"formula": "C13H15CoPSe2", "method": "the ωB97M-V functional and the def2-TZVPD basis", "s_squared": 3.788, "spin_multiplicity": 4, "e_lumo_ha": [0.0158, -0.0256], "e_above_lowest_kcal_mol": 1.2, "homo_lumo_gap_ev": [7.16, 7.69], "elements": ["Co", "C", "H", "H", "H", "H", "H", "Se", "P", "Se", "C", "C", "C", "C", "C", "C", "C", "C", "C", "C", "C", "C", "H", "H", "H", "H", "H", "H", "H", "H", "H", "H"], "xyz": [[-0.469, -0.136, -2.659], [-0.078, 0.136, -4.885], [0.907, 0.133, -5.343], [-0.413, -0.915, -4.926], [-0.755, 0.759, -5.481], [0.066, 0.750, -3.857], [-1.595, -0.854, -3.557], [1.771, 0.220, -2.045], [0.148, 0.133, -0.557], [-2.605, -0.576, -2.429], [0.089, 1.469, 0.648], [0.652, 1.283, 1.932], [0.514, 2.269, 2.903], [-0.172, 3.450, 2.601], [-0.703, 3.655, 1.323], [-0.593, 2.658, 0.352], [0.251, -1.358, 0.442], [1.439, -2.085, 0.530], [1.531, -3.124, 1.451], [0.417, -3.470, 2.229], [-0.791, -2.766, 2.092], [-0.886, -1.709, 1.189], [1.160, 0.357, 2.197], [0.917, 2.120, 3.903], [-0.299, 4.218, 3.357], [-1.230, 4.582, 1.084], [-1.048, 2.784, -0.627], [2.273, -1.792, -0.114], [2.475, -3.664, 1.544], [0.504, -4.304, 2.923], [-1.653, -3.064, 2.697], [-1.827, -1.162, 1.084]]}



| no. | E (eV) | largest force on an atom (eV/A) |
| --- | --- | --- |
| 1 | -4744.9103 | 5.2 |
| 2 | -19473.8127 | 2.1 |
| 3 | -10899.4446 | 4.3 |
| 4 | -52406.2994 | 11.1 |
| 5 | -13614.9147 | 2.8 |
| 6 | -191330.9691 | 2.8 |